Entry 1:
The following is a quantum chemistry calculation of 11 unconnected molecules or ions with the total composition C44H115N5O14 in a non-equilibrium geometry, from the Open Molecules 2025 dataset.

- ΔE to the lowest compared entry with this formula, charge and spin (eV) = 0.000
- charge = 0
- LUMO (eV) = 0.5
- 2S+1 = 1
- gap between HOMO and LUMO (eV) = 8.88

XYZ file:
```
178
C44H115N5O14, DFT the ωB97M-V functional and the def2-TZVPD basis
C 1.016 0.425 -2.627
O 0.817 -0.154 -1.358
C -0.496 -0.699 -1.186
C -0.621 -1.163 0.258
C -1.927 -1.920 0.530
N -0.537 0.019 1.111
H 2.060 0.716 -2.758
H 0.448 1.360 -2.698
H 0.786 -0.322 -3.393
H -1.166 0.137 -1.423
H -0.593 -1.532 -1.889
H 0.193 -1.867 0.465
H -2.836 -1.330 0.400
H -1.914 -2.295 1.555
H -2.074 -2.746 -0.170
H -0.305 -0.333 2.040
H 0.287 0.544 0.833
C -3.259 0.987 7.645
O -3.254 0.963 6.229
C -4.358 0.311 5.608
C -4.221 -1.221 5.577
C -2.904 -1.584 4.859
N -5.436 -1.767 4.969
H -3.436 -0.013 8.057
H -4.031 1.655 8.032
H -2.248 1.264 7.930
H -5.312 0.633 6.029
H -4.289 0.663 4.578
H -4.129 -1.698 6.552
H -1.996 -1.243 5.361
H -2.806 -1.124 3.869
H -2.836 -2.672 4.765
H -5.339 -2.758 5.215
H -5.525 -1.952 3.970
C 4.970 1.944 -1.263
O 5.406 2.826 -2.261
C 6.785 3.084 -2.362
C 6.911 4.395 -3.139
N 8.266 4.963 -3.152
C 9.203 4.083 -3.851
C 10.627 4.601 -3.896
O 10.630 5.667 -4.880
C 11.878 5.839 -5.479
H 5.272 0.905 -1.448
H 3.887 1.930 -1.165
H 5.432 2.260 -0.320
H 7.164 2.323 -3.062
H 7.355 2.951 -1.438
H 6.189 5.150 -2.831
H 6.618 4.131 -4.166
H 8.216 5.763 -3.778
H 8.898 3.967 -4.902
H 9.208 3.091 -3.395
H 11.322 3.813 -4.177
H 10.855 5.132 -2.970
H 12.178 5.002 -6.125
H 12.694 6.056 -4.783
H 11.834 6.653 -6.208
C -5.779 -6.440 4.380
O -5.290 -5.884 3.188
C -4.394 -6.766 2.534
C -3.645 -6.055 1.411
N -2.260 -5.606 1.744
C -2.351 -4.409 2.614
C -0.968 -3.785 2.854
O -0.044 -4.584 3.586
C 1.131 -3.869 3.858
H -5.056 -6.676 5.167
H -6.308 -7.390 4.216
H -6.551 -5.768 4.753
H -4.893 -7.656 2.138
H -3.654 -7.176 3.236
H -4.203 -5.163 1.115
H -3.616 -6.683 0.520
H -2.003 -6.311 2.434
H -2.697 -4.705 3.610
H -2.970 -3.612 2.203
H -1.299 -2.949 3.488
H -0.453 -3.408 1.967
H 1.753 -3.912 2.949
H 1.707 -4.460 4.575
H 1.057 -2.837 4.198
C -3.926 5.818 -0.631
O -3.264 4.593 -0.410
C -4.169 3.557 0.001
C -3.279 2.317 0.150
N -2.714 2.189 1.507
C -1.770 3.290 1.857
C -0.491 3.268 1.024
O 0.536 2.679 1.784
C 1.782 2.488 1.155
H -4.728 5.759 -1.373
H -3.193 6.535 -0.997
H -4.344 6.176 0.318
H -4.934 3.359 -0.759
H -4.657 3.944 0.900
H -2.488 2.307 -0.605
H -3.869 1.401 0.116
H -2.215 1.315 1.675
H -1.575 3.017 2.897
H -2.303 4.233 1.886
H -0.155 4.272 0.719
H -0.574 2.767 0.051
H 2.472 1.867 1.721
H 2.236 3.469 0.967
H 1.624 2.034 0.166
C -2.424 2.592 -3.738
C -2.533 2.688 -5.275
C -3.983 2.685 -5.695
O -1.876 3.916 -5.596
H -2.787 3.510 -3.258
H -1.377 2.502 -3.448
H -3.044 1.873 -3.198
H -1.935 1.833 -5.598
H -4.659 2.294 -4.939
H -4.109 2.113 -6.621
H -4.351 3.660 -6.022
H -2.092 4.128 -6.512
C 3.201 -1.444 -0.294
C 4.339 -2.478 -0.304
C 5.086 -2.612 1.001
O 3.808 -3.737 -0.729
H 3.470 -0.457 0.092
H 2.305 -1.696 0.280
H 2.811 -1.322 -1.302
H 4.981 -2.184 -1.144
H 4.418 -3.025 1.760
H 5.489 -1.681 1.397
H 5.889 -3.322 0.792
H 2.861 -3.582 -0.924
C 0.007 -0.684 5.410
C 0.057 0.738 4.832
C 0.477 1.776 5.861
O 0.966 0.667 3.743
H -0.545 -1.393 4.799
H -0.570 -0.575 6.334
H 1.019 -1.019 5.630
H -0.947 0.925 4.429
H 1.498 1.513 6.147
H -0.232 1.771 6.686
H 0.564 2.756 5.390
H 0.977 1.479 3.220
C -0.584 -5.534 -2.154
C 0.863 -5.020 -2.242
C 1.204 -4.207 -3.474
O 1.131 -4.100 -1.144
H -1.317 -4.773 -1.902
H -0.521 -6.280 -1.361
H -0.768 -5.956 -3.143
H 1.573 -5.845 -2.111
H 0.532 -3.349 -3.578
H 1.129 -4.782 -4.401
H 2.207 -3.780 -3.446
H 1.183 -4.719 -0.396
C -7.003 -2.755 1.329
C -5.609 -2.188 1.104
C -5.539 -0.670 1.213
O -4.636 -2.845 1.959
H -7.231 -2.754 2.398
H -7.001 -3.788 0.977
H -7.822 -2.258 0.812
H -5.281 -2.523 0.111
H -4.494 -0.385 1.366
H -6.021 -0.341 2.140
H -5.950 -0.045 0.424
H -3.910 -2.220 1.816
C 2.130 2.019 -6.055
C 2.131 3.339 -6.856
C 2.873 3.142 -8.162
O 0.792 3.637 -7.245
H 1.544 1.181 -6.428
H 1.728 2.176 -5.047
H 3.186 1.744 -5.990
H 2.573 4.197 -6.343
H 2.444 2.360 -8.793
H 3.945 2.951 -8.127
H 2.725 4.054 -8.750
H 0.256 3.745 -6.449
```

Entry 2:
The following is a quantum chemistry calculation of 2 unconnected molecules or ions with the total composition C4H13N in a non-equilibrium geometry, from the Open Molecules 2025 dataset.

- ΔE to the lowest compared entry with this formula, charge and spin (eV) = 2.429
- charge = 0
- LUMO (eV) = 1.1
- 2S+1 = 1
- gap between HOMO and LUMO (eV) = 9.71

XYZ file:
```
18
C4H13N, DFT the ωB97M-V functional and the def2-TZVPD basis
C -3.516 0.508 -1.411
C -3.795 -0.773 -0.492
N -3.984 -0.407 0.862
H -2.568 1.087 -1.124
H -4.291 1.382 -1.500
H -3.280 0.117 -2.437
H -3.086 -1.776 -0.287
H -4.641 -1.332 -0.888
H -3.891 0.555 0.902
H -3.390 -1.009 1.540
C 4.446 -0.334 1.098
C 4.631 0.733 0.086
H 4.327 -0.055 2.159
H 3.804 -1.087 0.620
H 5.474 -0.741 1.134
H 5.438 0.530 -0.444
H 4.542 1.735 0.674
H 3.778 0.869 -0.492
```

Entry 3:
The following is a quantum chemistry calculation of 6 unconnected molecules or ions with the total composition C14H33B3FN5O16, from the Open Molecules 2025 dataset.

- charge = 0
- LUMO (eV) = 0.1
- 2S+1 = 1
- gap between HOMO and LUMO (eV) = 9.67

XYZ file:
```
72
C14H33B3FN5O16, DFT the ωB97M-V functional and the def2-TZVPD basis
C 3.497 2.388 0.924
O 3.714 1.775 -0.333
C 2.851 2.280 -1.338
B 2.409 1.112 -2.291
O 2.530 1.158 -3.678
B 1.384 0.773 -4.327
F 1.298 0.922 -5.649
O 0.301 0.246 -3.663
B 0.446 -0.084 -2.306
C -0.789 -0.477 -1.445
C -0.448 -0.781 0.020
C -1.681 -1.185 0.824
C -1.376 -1.431 2.302
C -0.378 -2.554 2.569
O 0.814 -2.067 3.225
C 1.185 -2.683 4.362
C 2.671 -2.749 4.534
O 0.399 -3.108 5.159
O 1.724 0.018 -1.782
H 4.140 1.908 1.657
H 2.460 2.249 1.249
H 3.708 3.458 0.891
H 3.315 3.109 -1.886
H 1.921 2.655 -0.884
H -1.258 -1.359 -1.900
H -1.526 0.332 -1.509
H 0.298 -1.580 0.035
H -0.003 0.109 0.473
H -2.174 -2.046 0.370
H -2.384 -0.347 0.780
H -2.294 -1.644 2.849
H -0.949 -0.512 2.710
H -0.825 -3.330 3.188
H -0.043 -3.024 1.642
H 2.957 -2.162 5.407
H 2.950 -3.786 4.712
H 3.187 -2.371 3.657
C -4.022 -6.015 1.016
N -3.713 -4.571 0.838
O -4.034 -4.043 -0.205
O -3.153 -4.009 1.754
H -4.517 -6.368 0.120
H -3.079 -6.526 1.185
H -4.661 -6.100 1.889
C 7.820 2.220 2.658
N 6.529 2.961 2.699
O 6.271 3.702 1.777
O 5.815 2.760 3.658
H 8.340 2.495 1.750
H 8.379 2.499 3.545
H 7.582 1.161 2.679
C -2.475 0.805 -5.281
N -3.233 0.406 -4.067
O -3.379 1.226 -3.186
O -3.656 -0.731 -4.037
H -2.156 1.833 -5.162
H -1.625 0.134 -5.354
H -3.134 0.688 -6.136
C 1.411 6.707 -0.661
N 1.107 5.379 -0.063
O 1.760 5.022 0.892
O 0.223 4.732 -0.588
H 2.217 7.157 -0.094
H 1.694 6.537 -1.695
H 0.503 7.299 -0.609
C -6.164 -1.694 -1.787
N -7.362 -1.911 -0.930
O -7.750 -0.989 -0.244
O -7.876 -3.010 -0.973
H -5.817 -0.679 -1.644
H -5.414 -2.418 -1.481
H -6.465 -1.872 -2.814
```

Q: Which of these has the lowest LUMO?
A: C14H33B3FN5O16

Q: Which value of gap between HOMO and LUMO does entry 3 give?
A: 9.67 eV